[1]
Formula: C23H15BMnN3O7
Source: the OMol25 dataset
Level of theory: ωB97M-V with the def2-TZVPD basis set

Results
2S+1: 4
net charge: +1
frontier orbital gap (spin up / spin down): 0.272 / 0.222 Ha

Positions of all 50 atoms, in Å:
Mn: -0.579 0.000 0.717
O: -1.628 -1.554 6.514
C: -1.456 -1.268 5.372
C: -2.437 -1.540 4.211
O: -3.504 -2.076 4.306
C: -1.767 -0.991 3.001
C: -0.498 -0.429 3.348
O: 0.195 0.073 2.406
C: -0.207 -0.570 4.787
O: 0.766 -0.239 5.407
O: -2.137 -0.967 1.800
C: -3.012 0.112 -2.819
C: -2.727 -1.115 -3.398
C: -1.812 -1.945 -2.775
C: -1.203 -1.533 -1.600
N: -1.473 -0.330 -1.049
C: -2.365 0.462 -1.654
C: -0.224 -2.340 -0.852
C: 0.209 -3.597 -1.242
C: 1.132 -4.271 -0.458
C: 1.600 -3.661 0.694
C: 1.129 -2.405 1.019
N: 0.233 -1.756 0.272
H: -3.728 0.788 -3.263
H: -3.205 -1.418 -4.319
H: -1.579 -2.909 -3.201
H: -2.551 1.415 -1.182
H: -0.166 -4.050 -2.147
H: 1.484 -5.250 -0.750
H: 2.320 -4.149 1.334
H: 1.492 -1.883 1.895
C: -2.445 4.009 1.481
C: -1.825 2.738 1.204
N: -1.337 1.729 0.979
H: -1.894 4.806 0.982
H: -2.451 4.198 2.554
H: -3.472 3.996 1.115
O: 0.981 2.206 -0.783
B: 0.972 0.887 -0.361
O: 2.122 0.237 -0.772
C: 2.868 1.177 -1.451
C: 4.101 1.046 -2.049
C: 4.616 2.180 -2.667
C: 3.918 3.383 -2.677
C: 2.674 3.507 -2.069
C: 2.171 2.379 -1.460
H: 4.637 0.106 -2.027
H: 5.584 2.122 -3.146
H: 4.352 4.245 -3.165
H: 2.126 4.440 -2.064

=====

[2]
Formula: C23H15N6O9STi
Source: the OMol25 dataset
Level of theory: ωB97M-V with the def2-TZVPD basis set

Results
ΔE to the lowest compared entry with this formula, charge and spin: 1.122 eV
2S+1: 1
net charge: -1
frontier orbital gap: 0.240 Ha

Positions of all 55 atoms, in Å:
Ti: 1.014 -0.628 0.833
N: 3.947 2.132 2.464
C: 3.175 1.050 2.191
S: 3.429 0.224 0.677
N: 2.386 0.622 3.140
N: 1.674 -0.475 2.744
C: 1.208 -1.296 3.610
C: 0.618 -2.562 3.208
C: -0.070 -3.351 4.134
C: -0.542 -4.601 3.793
C: -0.305 -5.094 2.510
C: 0.397 -4.351 1.586
C: 0.853 -3.070 1.906
O: 1.524 -2.345 1.017
H: 4.368 2.575 1.666
H: 3.598 2.747 3.181
H: 1.339 -1.081 4.668
H: -0.236 -2.960 5.131
H: -1.085 -5.194 4.516
H: -0.673 -6.074 2.235
H: 0.590 -4.724 0.588
O: 1.114 -0.469 -6.271
C: 0.383 -1.207 -5.589
O: -0.513 -2.009 -5.886
C: 0.648 -1.093 -4.050
C: 1.797 -0.482 -3.570
C: 1.989 -0.349 -2.207
N: 1.093 -0.779 -1.314
C: -0.019 -1.390 -1.778
C: -0.271 -1.569 -3.121
C: -1.000 -1.816 -0.715
O: -1.935 -2.540 -0.954
O: -0.728 -1.285 0.456
H: 2.521 -0.099 -4.275
H: 2.874 0.130 -1.811
H: -1.176 -2.063 -3.447
O: 1.307 3.187 0.943
C: 0.523 2.404 0.459
O: 0.568 1.106 0.633
C: -0.625 2.869 -0.394
C: -0.805 4.233 -0.596
C: -1.883 4.693 -1.327
C: -2.779 3.774 -1.852
C: -2.605 2.410 -1.685
C: -1.517 1.960 -0.957
N: -3.953 4.263 -2.580
O: -4.752 3.443 -2.985
O: -4.070 5.465 -2.729
H: -0.090 4.918 -0.160
H: -2.048 5.747 -1.494
H: -3.315 1.723 -2.123
H: -1.355 0.900 -0.819
N: -2.251 0.839 2.166
C: -1.267 0.303 2.474
H: -3.069 1.238 1.757

=====

[3]
Formula: C23H15N7O4OsS2
Source: the OMol25 dataset
Level of theory: ωB97M-V with the def2-TZVPD basis set

Results
ΔE to the lowest compared entry with this formula, charge and spin: 1.289 eV
2S+1: 1
net charge: 0
frontier orbital gap (spin up / spin down): 0.237 / 0.237 Ha

Positions of all 52 atoms, in Å:
Os: -0.230 0.355 0.255
O: -0.325 4.360 -0.194
C: -0.034 3.195 -0.151
N: -0.692 2.193 0.582
C: -1.640 2.479 1.603
C: -2.071 3.743 1.998
C: -2.993 3.839 3.024
C: -3.475 2.695 3.650
C: -3.062 1.435 3.256
C: -2.142 1.323 2.214
N: -1.629 0.129 1.667
C: -2.074 -1.118 2.039
O: -2.717 -1.416 3.019
C: -1.675 -2.151 1.026
C: -1.685 -3.497 1.328
C: -1.305 -4.382 0.333
C: -0.988 -3.888 -0.924
C: -1.023 -2.522 -1.142
N: -1.339 -1.661 -0.172
C: 1.213 2.674 -0.809
C: 2.097 3.516 -1.439
C: 3.306 2.986 -1.877
C: 3.573 1.649 -1.654
C: 2.611 0.855 -1.046
N: 1.452 1.367 -0.647
H: -1.695 4.626 1.510
H: -3.337 4.815 3.338
H: -4.178 2.783 4.468
H: -3.434 0.551 3.745
H: -1.969 -3.813 2.321
H: -1.252 -5.444 0.534
H: -0.703 -4.547 -1.732
H: -0.806 -2.101 -2.115
H: 1.835 4.558 -1.549
H: 4.032 3.620 -2.369
H: 4.512 1.203 -1.951
H: 2.741 -0.206 -0.891
O: 1.123 -1.181 0.346
N: 1.277 -1.813 1.488
C: 2.098 -2.808 1.390
C: 2.322 -3.622 2.551
N: 2.517 -4.278 3.474
C: 2.767 -3.107 0.147
N: 3.288 -3.323 -0.854
C: 1.705 -0.910 -4.101
O: 0.971 -0.292 -3.031
C: -0.315 -0.033 -3.213
S: -1.179 -0.337 -4.568
S: -1.153 0.682 -1.841
H: 2.741 -0.895 -3.773
H: 1.572 -0.349 -5.022
H: 1.364 -1.934 -4.238

=====

[4]
Formula: C23H16AsO5Sr
Source: the OMol25 dataset
Level of theory: ωB97M-V with the def2-TZVPD basis set

Results
ΔE to the lowest compared entry with this formula, charge and spin: 1.686 eV
2S+1: 1
net charge: +1
frontier orbital gap (spin up / spin down): 0.186 / 0.180 Ha

Positions of all 46 atoms, in Å:
O: -1.695 2.454 -6.812
C: -1.658 2.063 -5.728
Sr: -1.766 2.180 -2.995
C: -2.826 1.946 -0.499
O: -3.509 1.855 0.430
C: -1.453 -1.178 -3.537
O: -1.622 -1.943 -2.638
C: -0.007 0.296 -3.335
O: 0.907 -0.382 -3.615
C: -3.647 0.486 -2.612
O: -4.440 -0.359 -2.471
H: -1.676 -1.289 -4.635
C: 1.996 4.371 0.597
C: 2.507 3.293 1.350
C: 1.949 2.001 1.226
C: 0.861 1.761 0.382
C: 0.319 2.847 -0.310
C: 0.896 4.129 -0.264
As: 0.189 -0.146 -0.142
C: 1.626 -0.936 0.872
C: 2.750 -1.390 0.156
C: 3.892 -1.794 0.854
C: 3.900 -1.755 2.248
C: 2.766 -1.360 2.970
C: 1.612 -0.979 2.276
C: -1.169 -1.382 0.722
C: -0.821 -2.522 1.454
C: -1.820 -3.313 2.049
C: -3.171 -3.048 1.794
C: -3.515 -1.992 0.928
C: -2.517 -1.165 0.426
H: 2.445 5.388 0.685
H: 3.339 3.454 2.040
H: 2.400 1.188 1.796
H: -0.660 2.724 -0.794
H: 0.489 4.952 -0.889
H: 2.718 -1.411 -0.932
H: 4.766 -2.144 0.294
H: 4.799 -2.040 2.790
H: 2.773 -1.351 4.066
H: 0.701 -0.718 2.821
H: 0.218 -2.816 1.595
H: -1.530 -4.157 2.688
H: -3.952 -3.665 2.251
H: -4.565 -1.821 0.661
H: -2.797 -0.330 -0.213

=====

| no. | E_tot (Ha) |
| --- | --- |
| 1 | -2752.125200 |
| 2 | -3138.995011 |
| 3 | -2456.738043 |
| 4 | -3528.309664 |